Entry 1:
{"formula": "C2H8NO", "method": "the ωB97M-V functional and the def2-TZVPD basis", "relative_energy_kj_mol": 112.0, "lumo_ev": -4.9, "homo_lumo_gap_ev": 11.828, "total_charge": 1, "homo_energy_ev": -16.76, "multiplicity": 1, "species": ["C", "C", "N", "H", "H", "H", "H", "H", "H", "H", "H", "O"], "positions_angstrom": [[-0.288, -1.299, -1.284], [-1.038, -0.377, 0.847], [-0.262, -0.353, -0.179], [0.363, -2.154, -1.083], [-0.083, -0.802, -2.237], [-1.232, -1.780, -1.530], [-1.635, -1.284, 1.037], [-0.904, 0.549, 1.388], [0.381, 0.459, -0.329], [1.754, 1.973, 1.361], [1.696, 2.172, -0.056], [1.191, 1.672, 0.619]]}

=====

Entry 2:
{"formula": "C5H10P4", "method": "the ωB97M-V functional and the def2-TZVPD basis", "relative_energy_kj_mol": 0.0, "smiles": "[H]/P=C1\\CC=[PH2]P\\C1=C\\P", "lumo_ev": [-0.6, -0.6], "homo_lumo_gap_ev": [6.832, 6.832], "homo_energy_ev": [-7.43, -7.43], "multiplicity": 1, "species": ["H", "P", "C", "C", "C", "P", "P", "C", "C", "P", "H", "H", "H", "H", "H", "H", "H", "H", "H"], "positions_angstrom": [[1.124, -2.975, 0.435], [1.771, -1.759, 0.163], [0.407, -0.784, 0.482], [-0.948, -1.384, 0.739], [-1.923, -1.102, -0.400], [-1.972, 0.561, -0.805], [-1.189, 1.440, 0.979], [0.432, 0.653, 0.487], [1.443, 1.499, 0.184], [3.101, 1.161, -0.457], [-0.888, -2.465, 0.878], [-1.357, -0.952, 1.668], [-1.875, -1.789, -1.238], [-3.275, 0.997, -1.080], [-1.357, 1.301, -1.870], [-0.929, 2.681, 0.383], [1.268, 2.563, 0.322], [2.716, 0.161, -1.361], [3.450, 0.193, 0.491]]}

=====

Repeat the second record exactly.
{"formula": "C5H10P4", "method": "the ωB97M-V functional and the def2-TZVPD basis", "relative_energy_kj_mol": 0.0, "smiles": "[H]/P=C1\\CC=[PH2]P\\C1=C\\P", "lumo_ev": [-0.6, -0.6], "homo_lumo_gap_ev": [6.832, 6.832], "homo_energy_ev": [-7.43, -7.43], "multiplicity": 1, "species": ["H", "P", "C", "C", "C", "P", "P", "C", "C", "P", "H", "H", "H", "H", "H", "H", "H", "H", "H"], "positions_angstrom": [[1.124, -2.975, 0.435], [1.771, -1.759, 0.163], [0.407, -0.784, 0.482], [-0.948, -1.384, 0.739], [-1.923, -1.102, -0.400], [-1.972, 0.561, -0.805], [-1.189, 1.440, 0.979], [0.432, 0.653, 0.487], [1.443, 1.499, 0.184], [3.101, 1.161, -0.457], [-0.888, -2.465, 0.878], [-1.357, -0.952, 1.668], [-1.875, -1.789, -1.238], [-3.275, 0.997, -1.080], [-1.357, 1.301, -1.870], [-0.929, 2.681, 0.383], [1.268, 2.563, 0.322], [2.716, 0.161, -1.361], [3.450, 0.193, 0.491]]}